Record 1
ORCA calculation (the ωB97M-V functional and the def2-TZVPD basis) on a molecular structure, C21H50Cl9N2O9 at a distorted geometry.

## Properties
Energy above the lowest of the compared OMol25 structures with the same formula, charge and spin: 259.5 kJ/mol
LUMO: 0.0860 Ha
DFT total energy: -5758.10598 Eh
HOMO: -6.13 eV
Charge: -1

XYZ file:
```
91
Properties=species:S:1:pos:R:3:forces:R:3
Cl 0.78770 -0.02238 -1.28904 -0.38 -0.54 0.86
O 1.20098 -0.63773 -2.52171 -0.67 -0.41 0.03
O 0.91162 1.42165 -1.35690 -0.56 -0.12 -0.23
O -0.58270 -0.39349 -1.00233 0.28 0.22 0.08
O 1.66629 -0.47296 -0.21837 -1.01 -0.08 -0.75
Cl 5.84929 0.08599 -2.07365 0.24 -0.04 -0.10
C 4.10199 0.18133 -1.81763 -1.26 0.18 0.04
C 3.34837 0.82354 -2.95416 0.40 0.84 -0.55
Cl 3.87593 2.54832 -3.16020 0.07 -0.07 -0.10
H 3.88088 0.74457 -0.91451 0.46 -0.02 0.14
H 3.68499 -0.81502 -1.66508 0.34 -0.05 -0.10
H 2.28165 0.89488 -2.76872 1.03 0.22 -0.15
H 3.48635 0.33744 -3.91649 0.21 -0.06 0.02
Cl 1.91859 -5.01545 -1.02999 0.04 -0.36 0.03
C 0.53105 -3.90892 -0.84450 0.42 0.20 -0.26
C -0.60629 -4.47124 -0.03992 0.37 1.11 0.22
Cl -1.51903 -5.71536 -0.90003 0.02 -0.24 0.13
H 0.23778 -3.63552 -1.85157 -0.18 0.07 -0.03
H 0.94209 -3.02666 -0.35623 -0.18 0.03 0.03
H -1.25434 -3.61332 0.14806 -0.29 -0.17 -0.10
H -0.25083 -4.78562 0.93783 -0.09 -0.56 -0.09
Cl -3.31402 0.59246 -4.31333 0.08 0.06 -0.32
C -2.25722 1.90218 -3.67655 -0.38 -0.49 0.16
C -2.73892 3.26001 -4.13544 -0.07 -0.45 1.39
Cl -2.48699 3.52052 -5.85345 -0.12 0.21 -0.17
H -1.23730 1.66113 -3.95051 0.09 0.09 -0.07
H -2.38597 1.78166 -2.60196 0.28 0.35 0.07
H -2.23336 4.01437 -3.53231 0.35 0.12 -0.38
H -3.78334 3.33536 -3.82619 -0.13 0.10 -0.66
Cl 2.62892 3.14419 0.77428 1.55 0.06 0.67
C 1.63442 1.86689 1.53087 5.72 -3.43 0.95
C 1.72303 1.90751 3.04563 -0.13 1.03 -0.70
Cl 0.85754 0.50959 3.69875 -0.09 -0.37 0.18
H 2.10861 0.94230 1.20900 0.27 0.15 0.14
H 0.61905 1.98802 1.18027 8.22 -1.10 2.74
H 1.22128 2.79501 3.42594 0.03 0.05 0.15
H 2.75507 1.89810 3.37632 0.03 -0.13 0.21
C -0.13538 3.77085 0.39643 -0.96 0.38 -0.64
O -0.33317 2.64700 1.25363 -8.49 4.19 -0.41
H 0.84613 3.73285 -0.07807 -0.85 0.17 0.01
H -0.90836 3.82349 -0.37690 -0.08 -0.02 0.09
H -0.22831 4.63819 1.04971 0.14 0.03 -0.12
H -0.11410 1.83294 0.77668 -5.21 -0.62 -2.93
C 7.26912 2.79293 3.03850 0.27 0.26 0.46
O 6.76211 1.53718 2.70029 0.24 -0.03 0.16
C 5.37587 1.45057 2.91755 -0.76 0.15 -0.25
C 4.94178 0.03300 2.61720 0.68 0.86 0.09
N 5.12530 -0.24466 1.20610 -0.48 -0.50 0.18
C 4.99309 -1.67152 0.92665 0.85 0.67 -0.91
C 3.61280 -2.21133 1.04952 -0.22 -0.88 -0.46
O 3.18249 -2.31843 2.38439 -0.05 0.36 0.50
C 1.87564 -2.82656 2.40258 0.07 0.13 0.98
H 6.80872 3.58466 2.43819 0.15 0.05 -0.07
H 8.35211 2.76876 2.92087 -0.04 0.05 -0.37
H 7.11489 3.03986 4.10345 -0.28 -0.13 -0.12
H 4.82538 2.14560 2.26084 0.24 -0.05 -0.05
H 5.11102 1.74446 3.94527 0.21 -0.20 0.10
H 3.89079 -0.06736 2.87582 0.02 -0.29 0.14
H 5.58030 -0.60718 3.24626 -0.35 -0.26 0.10
H 6.02433 0.08062 0.87393 0.04 0.05 0.17
H 5.73854 -2.27972 1.46197 -0.25 -0.06 0.39
H 5.27322 -1.79152 -0.12510 -0.09 -0.07 -0.01
H 3.64115 -3.22325 0.61708 -0.03 -0.12 -0.04
H 2.86491 -1.65440 0.47268 0.74 -0.08 0.24
H 1.23727 -2.26978 1.71072 -0.06 -0.37 -0.24
H 1.45350 -2.66029 3.39602 0.13 0.03 0.07
H 1.93599 -3.90951 2.26273 -0.46 -0.09 -0.52
C -4.83893 -4.39162 -0.23513 0.06 -0.25 -1.00
O -4.99698 -3.05305 -0.63435 -0.02 0.21 0.35
C -3.82583 -2.28292 -0.51225 0.65 0.65 -0.01
C -4.09972 -0.93724 -1.15600 0.04 0.20 0.19
N -5.17519 -0.22453 -0.42908 0.00 -0.22 -0.88
C -5.85037 0.75571 -1.31427 -0.32 -0.52 0.99
C -6.86545 1.55063 -0.50733 0.49 0.20 -0.05
O -8.00399 0.73604 -0.33523 -0.28 0.41 0.60
C -8.96770 1.35844 0.50587 -0.21 -0.34 -0.87
H -4.51335 -4.97913 -1.10341 0.04 -0.08 0.08
H -5.82453 -4.75447 0.04410 0.08 -0.11 0.41
H -4.06355 -4.52837 0.52008 -0.27 0.09 0.37
H -2.96029 -2.74399 -1.01025 -0.22 -0.11 -0.19
H -3.51975 -2.14738 0.53915 -0.32 -0.09 0.00
H -4.30464 -1.13608 -2.22121 -0.34 0.14 0.19
H -3.20350 -0.30765 -1.14184 0.04 -0.22 0.09
H -5.88418 -0.93361 -0.23899 0.12 0.17 0.17
H -6.41695 0.18201 -2.05847 0.19 0.48 -0.49
H -5.13124 1.43982 -1.76223 0.12 -0.18 -0.14
H -7.10945 2.51467 -0.98283 -0.24 -0.24 -0.27
H -6.43205 1.82818 0.46289 0.03 -0.22 0.07
H -9.37903 2.24477 -0.00010 0.12 0.05 0.20
H -8.57003 1.63881 1.48445 0.10 -0.07 -0.01
H -9.78368 0.64020 0.60522 0.09 0.07 0.22
```
Positions in Å, forces in eV/Å.

Record 2
ORCA calculation (the ωB97M-V functional and the def2-TZVPD basis) on 6 unconnected molecules or ions with the total composition C21H50N6O5 at a distorted geometry.

## Properties
LUMO (alpha / beta): -0.0931 / -0.2688 Ha
DFT total energy: -1534.44856 Eh
HOMO (alpha / beta): -10.46 / -10.46 eV
2S+1: 2
Charge: +1

XYZ file:
```
82
Properties=species:S:1:pos:R:3:forces:R:3
C -0.21920 3.39365 2.21447 -0.66 0.13 -0.06
C 0.11900 2.78896 0.82679 -0.75 0.16 -0.58
N 1.39915 3.26758 0.38204 2.12 -0.79 2.81
C 2.52424 2.36709 0.85010 -0.51 -1.60 -0.70
C 3.91762 2.70460 0.36676 -1.30 0.37 0.56
C 1.78901 4.66835 0.61839 -0.40 0.48 -2.73
C 0.83906 5.65160 -0.05160 -0.03 1.53 0.40
H -0.78023 2.61340 2.72882 -0.02 0.21 0.27
H -0.83970 4.26865 2.02091 -0.21 -0.15 0.25
H 0.57785 3.76981 2.85580 0.33 -0.61 -0.24
H 0.04051 1.70688 0.72170 0.68 -0.01 0.51
H -0.70166 3.10035 0.18053 0.22 0.54 -0.38
H 2.47107 2.35709 1.93875 -0.23 0.39 0.28
H 2.34678 1.31789 0.61389 -0.83 0.09 -0.42
H 4.14499 3.50807 1.06736 1.27 0.34 -0.97
H 4.58414 1.84848 0.47121 -0.10 0.17 0.17
H 3.77258 2.92092 -0.69167 0.79 0.56 0.02
H 2.66957 4.84499 0.00072 0.48 -0.63 0.43
H 2.08017 4.84641 1.65358 -0.33 -0.15 0.09
H 1.44111 6.48501 -0.41364 0.31 -0.03 -0.06
H 0.16697 6.20558 0.60376 -0.52 -0.69 0.03
H 0.37235 5.29427 -0.96953 -0.25 -0.36 0.35
C -2.16122 -0.23464 4.19842 3.52 0.27 -1.22
O -0.95586 0.17380 4.35371 -3.88 -0.91 -0.62
N -2.82312 -0.22589 2.99422 0.10 0.90 -0.82
C -4.27135 -0.46440 2.81698 0.42 -0.08 0.33
C -2.21196 0.27847 1.70594 0.65 -0.85 1.32
H -2.65826 -0.84952 4.96463 -0.23 0.60 0.06
H -4.72946 0.43120 2.39730 0.02 -0.04 -0.19
H -4.81569 -0.65870 3.74113 0.43 -0.15 0.15
H -4.39081 -1.31333 2.14382 -0.22 0.08 -0.02
H -1.13773 0.09452 1.72286 0.12 0.14 0.46
H -2.52709 -0.31873 0.85029 -0.64 0.01 0.23
H -2.37309 1.33748 1.50436 -0.36 0.01 0.19
C 1.00365 2.90348 -3.17507 -0.11 -1.61 -2.16
O 0.27370 1.93578 -3.43804 0.90 1.87 0.35
N 1.74704 3.60882 -4.11552 0.58 0.71 0.32
C 3.04565 4.21550 -3.82394 -0.52 1.09 1.74
C 1.64472 3.41044 -5.57443 -0.68 -1.46 0.74
H 1.09460 3.19345 -2.11684 0.53 0.52 -0.07
H 3.22726 5.11686 -4.40932 -0.07 -0.44 -0.61
H 3.91477 3.55769 -3.82242 -0.17 -0.28 -0.44
H 3.02381 4.68265 -2.83936 -0.09 -0.31 0.55
H 2.07442 2.42161 -5.73463 -0.29 -0.18 -0.64
H 0.59216 3.44175 -5.85593 0.18 -0.16 -0.20
H 2.23701 4.11271 -6.16104 -0.20 0.25 0.53
C -1.13354 -4.39820 4.00281 -1.97 -3.42 -0.33
O -1.68267 -5.53310 3.93521 0.95 2.87 0.77
N -0.10603 -4.09110 3.23046 1.02 1.04 -0.45
C 0.29530 -2.67239 3.10157 1.05 -0.91 -0.41
C 0.46502 -5.11815 2.32973 -0.63 0.44 -0.12
H -1.44758 -3.56711 4.65309 -0.19 -0.24 0.13
H 1.37860 -2.67742 2.98108 0.11 0.09 -0.37
H 0.16583 -1.99870 3.94861 -0.68 -0.60 0.29
H -0.15844 -2.21463 2.22255 -0.06 0.05 -0.12
H -0.07214 -5.20351 1.38513 -0.04 0.72 -0.35
H 1.50698 -4.86047 2.13993 -0.06 -0.32 0.08
H 0.27793 -6.13136 2.68541 0.51 0.30 0.81
C 1.76890 -2.98289 -2.32268 -2.40 -1.65 1.05
O 0.95598 -3.93535 -2.15532 2.32 2.97 -0.29
N 1.66637 -1.72559 -1.75826 -0.34 -0.84 -1.42
C 2.64244 -0.65863 -2.18697 -0.33 -0.89 1.81
C 0.55528 -1.34393 -0.83861 1.70 0.77 0.27
H 2.68913 -3.08932 -2.91769 -0.20 -0.04 -0.08
H 2.12059 0.28470 -2.34794 0.05 -0.08 -0.03
H 3.34243 -0.85789 -2.99839 -0.87 -0.63 -0.50
H 3.34537 -0.62739 -1.35449 0.04 0.84 0.36
H 1.03229 -1.07732 0.10451 0.30 0.21 0.34
H 0.11652 -0.40839 -1.18552 -0.48 -0.24 -0.32
H -0.16530 -2.08492 -0.49249 0.17 -0.35 -1.14
C -3.23990 -5.91111 -0.77970 -3.02 -1.51 -0.07
O -4.25683 -6.65099 -0.77430 2.97 1.22 -0.12
N -3.28639 -4.69060 -1.34402 -0.77 0.96 -1.84
C -2.53794 -3.54677 -0.90072 0.21 -0.68 0.44
C -4.34740 -4.35019 -2.31056 -0.90 0.04 0.50
H -2.24002 -6.17260 -0.40014 -0.29 -0.13 0.44
H -3.22805 -2.75156 -0.61877 -0.11 0.24 -0.25
H -1.84162 -3.23797 -1.68039 0.20 0.27 0.29
H -2.07394 -3.82927 0.04426 0.64 0.10 -0.14
H -5.27859 -4.12710 -1.78978 -0.18 -0.17 0.23
H -4.16183 -3.43399 -2.87113 0.78 -0.02 0.17
H -4.60498 -5.10570 -3.05282 0.48 -0.38 0.37
```
Positions in Å, forces in eV/Å.

Record 3
ORCA calculation (the ωB97M-V functional and the def2-TZVPD basis) on 6 unconnected molecules or ions with the total composition C21H51Cl3O5 at a distorted geometry.

## Properties
SMILES string: ClC(Cl)Cl.CCOCC.CCOCC.CCOCC.CCOCC.CCOCC
Energy above the lowest of the compared OMol25 structures with the same formula, charge and spin: 0.0 kJ/mol
LUMO: 0.0220 Ha
DFT total energy: -2587.37341 Eh
HOMO: -9.63 eV
Charge: 0

XYZ file:
```
80
Properties=species:S:1:pos:R:3:forces:R:3
Cl 4.87829 4.97234 2.70165 0.09 0.45 -0.19
C 6.31811 5.86086 2.18485 0.82 -0.92 0.24
Cl 6.38154 6.12175 0.44421 -0.32 0.22 0.26
Cl 7.77310 4.91074 2.65041 -0.20 0.11 0.00
H 6.42799 6.77389 2.75320 -0.40 0.23 -0.29
C 2.47372 -2.79644 1.34393 -0.68 -0.68 -0.11
C 1.11432 -3.21430 0.80307 -0.12 -0.27 -0.40
O 1.18324 -4.46518 0.12441 0.32 0.32 0.35
C -0.06634 -5.00991 -0.21342 0.47 -1.05 -1.04
C 0.20629 -6.44487 -0.66779 -0.31 0.24 0.26
H 2.36148 -1.80708 1.78246 0.25 0.08 -0.03
H 2.81276 -3.51182 2.09257 0.11 0.08 0.04
H 3.17186 -2.79245 0.50788 0.16 0.19 0.11
H 0.34516 -3.35797 1.56787 0.07 0.58 0.24
H 0.81374 -2.44168 0.08254 -0.39 0.04 0.13
H -0.80364 -5.02953 0.59650 0.20 0.35 0.22
H -0.50192 -4.51472 -1.09453 -0.09 0.45 0.29
H 0.86372 -6.46385 -1.53515 -0.06 0.07 -0.07
H -0.75789 -6.89093 -0.92132 0.16 -0.24 -0.06
H 0.69041 -7.01388 0.12533 -0.12 -0.04 0.05
C -2.13271 -2.97465 -6.10334 0.30 -0.64 0.31
C -1.66731 -1.62523 -5.52761 -0.82 -0.98 -1.06
O -0.37130 -1.69434 -5.01765 0.69 0.01 0.09
C -0.28454 -2.10273 -3.67015 -0.04 0.54 0.44
C 1.15146 -2.18594 -3.20596 0.37 0.50 -0.19
H -3.10945 -2.93858 -6.58757 -0.10 0.23 0.24
H -1.46627 -3.45057 -6.82754 0.28 0.54 -0.04
H -2.16885 -3.69718 -5.28086 -0.30 0.02 -0.05
H -1.67116 -0.88994 -6.33151 0.06 0.23 0.16
H -2.42874 -1.36901 -4.78283 0.28 0.43 0.21
H -0.77685 -1.32333 -3.07059 -0.26 -0.27 0.18
H -0.77595 -3.06690 -3.50209 -0.14 0.02 -0.06
H 1.65647 -1.21582 -3.22709 -0.21 0.09 -0.34
H 1.73681 -2.85377 -3.83774 -0.03 -0.22 0.24
H 1.19574 -2.45494 -2.15082 -0.07 -0.52 -0.08
C -3.49717 -2.07577 4.57637 -0.31 0.29 -0.84
C -3.80110 -1.31146 3.28012 0.41 0.02 1.27
O -3.22281 -2.00657 2.19973 -0.24 0.35 -0.19
C -3.25073 -1.23221 1.02189 0.41 -0.33 -1.02
C -3.01053 -2.10506 -0.20590 -0.37 -0.08 0.20
H -2.42795 -2.18302 4.74547 0.04 -0.19 -0.21
H -3.89121 -1.52385 5.42910 -0.27 -0.18 0.01
H -3.99092 -3.03743 4.43284 0.23 -0.17 0.59
H -4.89055 -1.23799 3.18504 -0.01 0.04 -0.29
H -3.40404 -0.29291 3.38584 0.06 0.01 -0.37
H -4.22995 -0.77879 0.82991 -0.07 0.19 0.50
H -2.49363 -0.44144 1.04328 -0.10 0.12 0.33
H -2.95011 -1.46113 -1.08527 -0.03 -0.03 -0.03
H -3.88827 -2.74820 -0.30417 0.18 -0.15 -0.22
H -2.11789 -2.72962 -0.17870 0.06 0.11 0.25
C 0.44906 5.11029 2.96018 -1.14 -0.25 0.33
C 0.11893 4.90774 1.49816 1.05 -0.42 0.27
O -1.24385 5.09111 1.22391 0.59 0.45 -0.46
C -1.56278 4.73939 -0.12813 -0.68 -0.15 0.83
C -2.78152 5.53726 -0.52965 -0.62 -0.29 0.26
H 1.43894 4.70204 3.15136 0.17 0.42 0.14
H 0.30054 6.14893 3.25888 0.54 0.07 -0.08
H -0.25448 4.56634 3.60081 0.09 -0.23 -0.20
H 0.80105 5.56823 0.94111 -0.49 0.27 -0.35
H 0.45949 3.90267 1.20900 -0.29 -0.16 0.01
H -0.72647 4.90476 -0.81165 0.10 0.05 0.11
H -1.80908 3.67088 -0.09904 0.12 0.00 -0.36
H -3.50620 5.57037 0.28879 0.28 -0.06 0.22
H -3.34004 5.01317 -1.30949 0.32 0.38 -0.40
H -2.54443 6.57305 -0.76315 0.00 -0.08 -0.33
C -0.18187 1.04354 -0.05294 -0.01 0.92 -0.73
C 1.26037 1.00114 -0.55134 -0.93 -0.81 0.22
O 2.09417 0.84567 0.58635 0.08 0.78 -0.54
C 3.33087 1.53588 0.48850 0.16 0.29 0.87
C 3.82170 1.69848 1.92103 0.91 -1.06 -0.32
H -0.49240 0.11641 0.41685 0.08 0.11 0.36
H -0.27773 1.94717 0.55234 -0.03 -0.50 0.69
H -0.89106 1.27999 -0.85533 0.21 -0.44 -0.30
H 1.38567 0.12985 -1.20329 0.17 0.13 -0.21
H 1.45064 1.91323 -1.12021 0.36 0.05 0.09
H 4.03632 0.98048 -0.13598 0.08 -0.04 0.02
H 3.23783 2.54695 0.07224 -0.41 -0.14 -0.29
H 4.07449 0.70453 2.30551 -0.47 0.01 0.23
H 3.05998 2.16851 2.53533 0.04 0.07 0.08
H 4.78536 2.20535 1.98897 -0.25 0.43 -0.19
```
Positions in Å, forces in eV/Å.

What is the charge in the second record?
+1